(1)
{
  "formula": "C4H7NO2",
  "method": "ωB97M-V/def2-TZVPD",
  "species": ["C", "C", "C", "N", "C", "O", "O", "H", "H", "H", "H", "H", "H", "H"],
  "xyz": [[1.37215, 0.13341, -1.30599], [0.17086, -0.34956, -0.51997], [0.28566, -0.20383, 0.98567], [-1.10962, -0.22200, 1.34765], [-1.80707, 0.39062, 0.33292], [-2.94533, 0.77828, 0.35178], [-0.98438, 0.47160, -0.75879], [1.74144, 1.10435, -0.95686], [1.11787, 0.22940, -2.36498], [2.17903, -0.59982, -1.20124], [-0.07808, -1.38242, -0.79636], [0.67153, 0.81663, 1.10228], [0.82278, -1.02033, 1.48482], [-1.43683, -0.14633, 2.29906]],
  "nbo_charge": [-0.626, 0.090, -0.241, -0.653, 0.875, -0.598, -0.502, 0.214, 0.232, 0.219, 0.180, 0.183, 0.215, 0.413],
  "de_lowest_kj_mol": 16.7,
  "max_force_ev_per_a": 0.93,
  "energy_ev": -9847.1071,
  "orbital_gap_ev": 10.86,
  "smiles": "C[C@H]1CNC(=O)O1"
}


(2)
{
  "formula": "BF4H26O13",
  "method": "ωB97M-V/def2-TZVPD",
  "species": ["B", "F", "F", "F", "F", "O", "H", "H", "O", "H", "H", "O", "H", "H", "O", "H", "H", "O", "H", "H", "O", "H", "H", "O", "H", "H", "O", "H", "H", "O", "H", "H", "O", "H", "H", "O", "H", "H", "O", "H", "H", "O", "H", "H"],
  "xyz": [[0.07246, 0.07515, 0.50233], [-0.53082, 0.95809, -0.36504], [0.60750, 0.71639, 1.64881], [-0.91059, -0.85535, 0.96004], [1.06168, -0.69960, -0.08899], [-3.32995, -2.58493, -0.31292], [-2.89742, -1.96931, 0.29522], [-4.24728, -2.29234, -0.34909], [2.96211, 0.88995, 1.87811], [3.25573, 1.23442, 2.72649], [1.99534, 0.85315, 1.94845], [2.04397, 1.54956, -1.44237], [1.20390, 1.09613, -1.50351], [2.31226, 1.44107, -0.52778], [2.72752, -3.36007, -0.74918], [2.96635, -3.43932, -1.67716], [2.99130, -2.45581, -0.49047], [0.73467, 3.47350, 1.13673], [0.96421, 2.55522, 1.35251], [0.09539, 3.72400, 1.81081], [-2.02254, 0.52780, 2.90007], [-1.48049, 0.23448, 2.13371], [-2.35548, 1.39428, 2.64758], [-2.34566, 3.69944, -0.64455], [-1.94684, 4.57300, -0.59889], [-1.59290, 3.09339, -0.67210], [-2.47271, 0.16186, -1.93675], [-2.92999, -0.64055, -1.65503], [-1.85947, 0.38238, -1.20659], [3.73398, -0.87910, 0.03606], [4.11536, -0.39751, -0.70512], [3.30928, -0.19475, 0.59995], [-1.40118, 2.18405, -3.45979], [-1.29313, 1.83460, -4.34867], [-1.88395, 1.48442, -2.97703], [0.08513, -3.38168, 0.24950], [0.15772, -2.46906, 0.56498], [1.00739, -3.60440, 0.04921], [-2.07680, -2.14675, 3.67790], [-1.32774, -2.39475, 3.12515], [-2.15334, -1.17997, 3.57497], [1.04931, -1.26675, -2.99680], [1.01270, -1.50359, -2.06040], [0.59305, -0.42073, -3.05033]],
  "nbo_charge": [1.337, -0.546, -0.550, -0.569, -0.553, -0.938, 0.485, 0.458, -0.992, 0.481, 0.487, -0.935, 0.473, 0.459, -0.993, 0.471, 0.511, -0.947, 0.477, 0.461, -0.980, 0.491, 0.477, -0.950, 0.464, 0.487, -0.996, 0.495, 0.492, -0.983, 0.475, 0.504, -0.972, 0.457, 0.497, -0.979, 0.469, 0.490, -0.975, 0.471, 0.491, -0.957, 0.490, 0.465],
  "de_lowest_kj_mol": 70.4,
  "max_force_ev_per_a": 2.00,
  "energy_ev": -38596.2955,
  "orbital_gap_ev": 10.04,
  "total_charge": -1
}


(3)
{
  "formula": "HO3S3",
  "method": "ωB97M-V/def2-TZVPD",
  "species": ["O", "O", "O", "S", "S", "S", "H"],
  "xyz": [[0.12907, -1.38352, 0.03026], [-1.61453, 2.77450, 0.92247], [-0.82317, 1.93362, -1.23161], [-1.30361, -0.57482, 0.71603], [-2.89160, -1.24037, -0.17525], [-1.82358, 1.82204, -0.16612], [0.81257, -0.71531, 0.06399]],
  "nbo_charge": [-0.892, -0.949, -0.951, 0.330, -0.562, 1.563, 0.462],
  "de_lowest_kj_mol": 98.5,
  "max_force_ev_per_a": 1.37,
  "energy_ev": -38665.4968,
  "orbital_gap_ev": [6.90, 6.90],
  "total_charge": -1,
  "smiles": "O=S([O-])#S(O)=S"
}